No. 1
# C2H5NOS

An isolated molecule of C2H5NOS (ωB97M-V with the def2-TZVPD basis set, the Open Molecules 2025 dataset).

The value obtained for the total energy is -607.33528 a.u. The value obtained for the HOMO energy is -9.2 eV.

```
! wB97M-V def2-TZVPD RIJCOSX def2/J DEFGRID3
* xyz 0 1
C 1.519 0.026 0.293
N 0.209 0.780 0.359
S -1.156 0.108 1.173
C -1.892 -0.586 -0.411
O -3.020 -0.837 -0.720
H 1.765 -0.260 1.344
H 1.539 -0.827 -0.417
H 2.199 0.902 0.014
H -0.066 1.134 -0.501
H -1.096 -0.439 -1.134
*
```

***

No. 2
# C2H5NOS

A structure of composition C2H5NOS (ωB97M-V with the def2-TZVPD basis set, the Open Molecules 2025 dataset).

The value obtained for the total energy is -607.31377 a.u. The value obtained for the HOMO energy is -8.1 eV.

```
! wB97M-V def2-TZVPD RIJCOSX def2/J DEFGRID3
* xyz 0 1
C -1.322 0.192 -0.579
C 0.399 -0.631 -0.134
N 1.133 0.097 0.819
O -1.574 1.283 0.062
S -2.214 -0.466 -1.759
H 0.829 -0.535 -1.218
H 0.229 -1.683 0.056
H 1.300 -0.433 1.791
H -0.855 1.754 0.483
H 2.073 0.422 0.479
*
```

***

No. 3
# C2H5NOS

An isolated molecule of C2H5NOS (ωB97M-V with the def2-TZVPD basis set, the Open Molecules 2025 dataset).

The value obtained for the total energy is -607.37325 a.u. The value obtained for the HOMO energy is -8.9 eV.

```
! wB97M-V def2-TZVPD RIJCOSX def2/J DEFGRID3
* xyz 0 1
C 1.455 0.814 0.068
S 0.949 -0.789 -0.716
N -0.522 -1.105 0.048
C -1.633 -0.293 -0.178
O -1.589 0.770 -0.744
H 0.561 1.368 0.152
H 2.152 1.366 -0.538
H 1.854 0.559 1.036
H -0.700 -1.967 0.500
H -2.526 -0.724 0.371
*
```

***

No. 4
# C2H5NOS2

An isolated molecule of C2H5NOS2 (ωB97M-V with the def2-TZVPD basis set, the Open Molecules 2025 dataset).

The value obtained for the total energy is -1005.51440 a.u. The value obtained for the HOMO energy is -8.8 eV.

```
! wB97M-V def2-TZVPD RIJCOSX def2/J DEFGRID3
* xyz 0 1
O -0.475 1.299 -0.457
C -0.126 0.407 0.357
C 1.320 0.362 0.798
S 2.512 -0.317 -0.401
N -1.047 -0.449 0.713
S -2.413 -0.268 -0.238
H 1.349 -0.221 1.753
H 1.521 1.556 0.940
H 2.055 -1.566 -0.478
H -0.793 -1.439 1.175
H -1.761 -0.838 -1.431
*
```

***

No. 5
# C2H5NOSi

A cluster of 2 separate species, C2H5NOSi in total (ωB97M-V with the def2-TZVPD basis set, the Open Molecules 2025 dataset).

The value obtained for the total energy is -498.45599 a.u. The expectation value of S² is 2.01. The value obtained for the HOMO energy (alpha / beta) is -6.8 / -11.4 eV.

```
! wB97M-V def2-TZVPD RIJCOSX def2/J DEFGRID3
* xyz 0 3
C 2.392 0.049 -0.236
C -1.079 0.938 0.158
N 3.107 0.931 -0.459
O -0.953 -0.274 -0.618
Si 0.171 -1.339 -0.216
H -0.245 1.555 0.054
H -1.232 0.514 1.234
H -1.992 1.497 -0.130
H -0.357 -2.521 -1.026
H 0.186 -1.349 1.240
*
```

***

No. 6
# C2H5NP2

A cluster of 2 separate species, C2H5NP2 in total (ωB97M-V with the def2-TZVPD basis set, the Open Molecules 2025 dataset).

The value obtained for the total energy is -816.53159 a.u. The value obtained for the HOMO energy (alpha / beta) is -7.1 / -7.0 eV.

```
! wB97M-V def2-TZVPD RIJCOSX def2/J DEFGRID3
* xyz 0 1
C -0.930 0.145 -0.172
C -2.267 -0.200 -0.596
N 3.490 0.467 -0.672
P 0.454 0.518 0.394
P 4.078 -0.526 0.436
H -2.663 0.637 -1.122
H -2.258 -1.110 -1.085
H -2.879 -0.455 0.267
H 3.800 0.407 -1.679
H 2.514 0.730 -0.635
*
```

***

No. 7
# C2H5NS

An isolated molecule of C2H5NS (ωB97M-V with the def2-TZVPD basis set, the Open Molecules 2025 dataset).

The value obtained for the total energy is -531.91566 a.u. The expectation value of S² is 2.01. The value obtained for the HOMO energy (alpha / beta) is -4.6 / -9.4 eV.

```
! wB97M-V def2-TZVPD RIJCOSX def2/J DEFGRID3
* xyz 0 3
C 1.367 -0.452 -1.216
C 0.290 -0.164 -0.564
N -1.266 0.635 1.519
S 0.079 1.276 0.815
H 1.260 -1.211 -1.939
H 2.213 0.223 -0.911
H -0.664 -0.715 -0.804
H -1.151 -0.190 2.111
H -2.127 0.598 0.988
*
```

***

No. 8
# C2H5NS2

A cluster of 2 separate species, C2H5NS2 in total (ωB97M-V with the def2-TZVPD basis set, the Open Molecules 2025 dataset).

The value obtained for the total energy is -930.24349 a.u. The value obtained for the HOMO energy is -8.7 eV.

```
! wB97M-V def2-TZVPD RIJCOSX def2/J DEFGRID3
* xyz 0 1
C -2.115 -1.605 0.666
N -1.700 -1.069 -0.269
H -2.609 -1.983 1.479
S -0.376 1.301 0.393
C 0.604 0.110 -0.447
S 1.820 0.914 -1.568
H 0.809 1.623 0.863
H 0.000 -0.662 -0.864
H 1.273 -0.478 0.461
H 2.294 1.849 -0.716
*
```

***

No. 9
# C2H5NSi

A cluster of 2 separate species, C2H5NSi in total (ωB97M-V with the def2-TZVPD basis set, the Open Molecules 2025 dataset).

The value obtained for the total energy is -423.28410 a.u. The value obtained for the HOMO energy is -8.7 eV.

```
! wB97M-V def2-TZVPD RIJCOSX def2/J DEFGRID3
* xyz 0 1
C -1.176 1.625 -1.944
C -0.665 1.263 -0.887
N -0.008 0.753 0.186
Si 0.295 -0.947 0.574
H -1.688 1.891 -2.736
H 1.068 1.625 0.340
H 0.885 -0.623 1.902
H 1.225 -1.713 -0.123
H -1.122 -1.363 -0.087
*
```

***

No. 10
# C2H5NSi

A cluster of 2 separate species, C2H5NSi in total (ωB97M-V with the def2-TZVPD basis set, the Open Molecules 2025 dataset).

The value obtained for the total energy is -423.23203 a.u. The expectation value of S² is 2.00. The value obtained for the HOMO energy (alpha / beta) is -5.8 / -10.4 eV.

```
! wB97M-V def2-TZVPD RIJCOSX def2/J DEFGRID3
* xyz 0 3
C -1.985 0.071 0.152
C -2.825 0.594 -0.462
N 2.397 -0.399 -0.250
Si 1.153 0.712 0.149
H -1.285 -0.196 0.929
H 2.904 -0.672 -1.123
H 2.470 -1.137 0.304
H -3.600 0.883 -1.146
H 0.771 0.143 1.446
*
```

***

No. 11
# C2H5O

A cluster of 2 separate species, C2H5O in total (ωB97M-V with the def2-TZVPD basis set, the Open Molecules 2025 dataset).

The value obtained for the total energy is -154.39544 a.u. The value obtained for the HOMO energy is -1.9 eV.

```
! wB97M-V def2-TZVPD RIJCOSX def2/J DEFGRID3
* xyz -1 1
C 0.033 1.374 0.010
O -0.389 1.071 -1.136
C -0.086 2.544 0.727
H -0.079 -5.953 -0.843
H -0.614 3.417 0.358
H 0.206 -5.622 -1.441
H 0.644 0.627 0.581
H 0.286 2.543 1.746
*
```

***

No. 12
# C2H5O

The ion C2H5O with charge -1 (ωB97M-V with the def2-TZVPD basis set, the Open Molecules 2025 dataset).

The value obtained for the total energy is -154.40769 a.u. The value obtained for the HOMO energy is -1.9 eV.

```
! wB97M-V def2-TZVPD RIJCOSX def2/J DEFGRID3
* xyz -1 1
C -0.136 0.510 0.573
C 0.188 -0.490 -0.609
O 0.352 -1.743 -0.150
H -0.668 1.445 0.288
H 0.730 0.782 1.173
H -0.925 0.003 1.138
H -0.667 -0.400 -1.336
H 1.125 -0.106 -1.077
*
```